(1)
DFT (the ωB97M-V functional and the def2-TZVPD basis) results for a molecular structure, C4H4OSc.

Last column: Mulliken charge in e.
Atoms and positions in Å:
C: 0.4382 -3.2162 0.6350  -0.20
C: 1.0709 -2.4716 1.3677  -0.45
H: 1.3553 -1.5221 1.7946  0.38
H: 0.0443 -4.0680 0.1054  0.40
C: 2.8787 -3.9032 3.2072  -0.56
C: 3.6539 -3.2619 4.0816  0.51
O: 4.4607 -3.8144 4.9832  -0.45
Sc: 5.2166 -5.4883 5.5020  1.85
H: 2.7257 -4.9463 2.9277  0.24
H: 3.5949 -2.1644 4.1352  0.29

Properties
- Relative energy (zero: lowest compared OMol25 entry of this formula, charge and spin): 3.668 eV
- Kohn-Sham gap (alpha / beta): 3.87 / 3.94 eV
- Electronic energy: -989.800247 Ha
- 2S+1: 2
- Charge: +2


(2)
DFT (the ωB97M-V functional and the def2-TZVPD basis) results for a single C4H4OSe molecule.

Last column: Mulliken charge in e.
Atoms and positions in Å:
Se: -1.2893 2.1817 1.0130  -0.11
C: -0.5146 0.5767 0.3151  0.00
C: -0.8399 -0.3454 -0.6578  -0.25
C: 0.3867 -1.0123 -0.8981  -0.18
C: 1.3895 -0.3982 -0.2317  -0.41
O: 0.7992 0.5680 0.6204  -0.22
H: -1.0071 1.6122 2.4164  0.10
H: -1.8008 -0.4383 -1.0346  0.48
H: 0.3865 -2.0389 -1.4652  0.26
H: 2.4899 -0.7056 -0.0775  0.32

Properties
- Relative energy (zero: lowest compared OMol25 entry of this formula, charge and spin): 0.571 eV
- Kohn-Sham gap: 9.35 eV
- Electronic energy: -2631.418632 Ha
- SMILES: [SeH]c1ccco1


Q: Among the records above, which one has the highest relative energy (zero: lowest compared OMol25 entry of this formula, charge and spin)?
A: C4H4OSc